No. 1
This record from the OMol25 dataset describes a molecular structure, C40H35AsI2N2OPS3Y. The level of theory is ωB97M-V/def2-TZVPD.

The geometry in ORCA input format:
```
! wB97M-V def2-TZVPD RIJCOSX def2/J DEFGRID3
* xyz 0 1
Y 1.1377 2.8300 0.7656
I -1.9589 4.4947 7.5160
C -1.4771 4.0396 5.5109
C -1.0246 5.0318 4.6575
C -0.7221 4.6733 3.3620
I 0.3547 5.9359 2.0171
C -0.9120 3.3774 2.8499
O -0.7220 3.0976 1.6034
C -1.2180 2.3756 3.8032
C -0.9063 0.9806 3.3440
N 0.5029 0.9828 2.9133
C 1.4195 1.1841 4.0330
C 2.8232 1.4677 3.5588
C 3.9113 0.8500 4.1677
C 5.1884 1.0980 3.6947
C 5.3421 2.0006 2.6546
C 4.2133 2.6126 2.1360
N 2.9724 2.3416 2.5541
C -1.5071 2.7123 5.1074
H -0.8784 6.0460 4.9952
H -1.0822 0.2479 4.1441
H -1.5139 0.7238 2.4734
H 0.7145 0.0776 2.4956
H 1.0555 2.0490 4.6023
H 1.4302 0.3183 4.7148
H 3.7583 0.1708 4.9941
H 6.0440 0.6016 4.1297
H 6.3117 2.2143 2.2379
H 4.3121 3.3391 1.3359
H -1.7344 1.9314 5.8174
S 2.6948 3.2116 -3.6815
C 2.3065 3.1853 -2.0874
S 3.1252 2.1904 -0.9300
S 1.0266 4.1722 -1.4494
C -0.1439 -0.1385 -2.3496
C 1.1044 -0.8611 -2.8137
As 0.8097 -2.0627 -4.4035
C -1.1195 -1.7777 -4.6871
C -1.4947 -0.5837 -5.2991
C -2.8166 -0.3223 -5.6072
C -3.7923 -1.2622 -5.3163
C -3.4340 -2.4596 -4.7235
C -2.1081 -2.7160 -4.4165
C 0.6741 -3.7988 -3.4811
C 0.0113 -3.9751 -2.2734
C -0.1126 -5.2286 -1.7043
C 0.4327 -6.3329 -2.3345
C 1.1007 -6.1758 -3.5369
C 1.2156 -4.9184 -4.1036
P 0.0082 0.6317 -0.6648
C -1.7381 1.1607 -0.4825
C -2.7574 0.5464 0.2315
C -4.0154 1.1274 0.2826
C -4.2555 2.3394 -0.3397
C -3.2403 2.9656 -1.0480
C -1.9960 2.3731 -1.1293
C 0.3822 -0.8931 0.2867
C 1.7001 -0.9673 0.7494
C 2.1563 -2.0938 1.4110
C 1.2938 -3.1556 1.6377
C -0.0093 -3.0931 1.1751
C -0.4629 -1.9789 0.4877
H -1.0081 -0.8128 -2.2890
H -0.4002 0.6665 -3.0449
H 1.5277 -1.4853 -2.0204
H 1.8696 -0.1273 -3.0820
H -0.7317 0.1461 -5.5460
H -3.0883 0.6051 -6.0912
H -4.8264 -1.0656 -5.5590
H -4.1890 -3.2057 -4.5128
H -1.8469 -3.6653 -3.9681
H -0.4250 -3.1201 -1.7762
H -0.6476 -5.3491 -0.7726
H 0.3332 -7.3126 -1.8923
H 1.5249 -7.0358 -4.0337
H 1.7313 -4.7944 -5.0494
H -2.5837 -0.3727 0.7699
H -4.8099 0.6296 0.8206
H -5.2338 2.7930 -0.2759
H -3.4159 3.9206 -1.5244
H -1.1979 2.8588 -1.6849
H 2.3724 -0.1318 0.5673
H 3.1776 -2.1391 1.7565
H 1.6390 -4.0271 2.1704
H -0.6790 -3.9214 1.3436
H -1.4716 -1.9679 0.1029
*
```

Results
HOMO-LUMO gap in eV: 6.7
LUMO in eV: -0.27
Energy relative to the best compared isomer or geometry (same formula, charge and spin) in kJ/mol: 28.0

Need the Löwdin charges? In units of e they are: 0.906 0.826 -0.722 -0.212 -0.559 0.969 -0.466 -0.325 -0.166 -0.126 -0.064 -0.136 -0.251 -0.014 -0.043 -0.038 -0.162 0.030 -0.129 0.090 0.131 0.102 0.079 0.134 0.132 0.115 0.114 0.112 0.080 0.100 0.466 -1.854 0.367 0.375 -0.377 -0.406 1.321 -0.422 -0.143 -0.085 -0.093 -0.087 -0.108 -0.421 -0.131 -0.087 -0.089 -0.089 -0.128 1.019 -0.374 -0.106 -0.078 -0.078 -0.062 -0.135 -0.377 -0.146 -0.067 -0.066 -0.082 -0.101 0.078 0.084 0.052 0.047 0.101 0.104 0.100 0.102 0.089 0.077 0.094 0.101 0.102 0.090 0.080 0.103 0.103 0.111 0.037 0.061 0.108 0.106 0.105 0.102

---

No. 2
This record from the OMol25 dataset describes a molecular structure, C40H35BrO14SSi2. The level of theory is ωB97M-V/def2-TZVPD.

The geometry in ORCA input format:
```
! wB97M-V def2-TZVPD RIJCOSX def2/J DEFGRID3
* xyz 0 1
C 0.0908 -0.0872 -1.4723
C 0.8959 -1.3713 -1.8264
Si 0.6969 -1.7982 -3.6481
S -1.1693 -0.9581 -4.3714
C 2.0487 -0.9956 -4.7152
C 3.2860 -0.6287 -3.9712
O 3.4686 0.4520 -3.4889
Br 4.6756 -1.9900 -3.7698
O 0.5216 -3.4185 -3.9556
Si 1.4232 -4.4602 -2.9903
H 0.2251 0.7039 -2.1874
H 0.4219 0.2049 -0.4952
H -0.9410 -0.3836 -1.3971
H 1.9376 -1.1119 -1.6549
H 0.5277 -2.1435 -1.1742
H -1.0084 0.3623 -4.2320
H 2.2745 -1.5617 -5.6069
H 1.6355 -0.0561 -5.0523
H 0.9100 -4.3671 -1.6130
H 2.8480 -4.0991 -2.9675
H 1.2194 -5.8577 -3.4135
C -4.6349 -1.9572 -0.8192
C -3.4669 -2.2203 -1.3985
C -2.6038 -3.3261 -0.9147
O -1.5337 -3.5589 -1.4356
C -3.0911 -4.1293 0.2339
C -4.2587 -3.8661 0.8117
C -5.1192 -2.7595 0.3298
O -6.1863 -2.5153 0.8552
H -5.2830 -1.1549 -1.1525
H -3.0898 -1.6489 -2.2389
H -2.4441 -4.9293 0.5699
H -4.6328 -4.4363 1.6521
C 4.7586 1.0468 -0.0094
C 4.8466 1.9629 -0.9692
C 4.7972 3.4112 -0.6559
O 4.8679 4.2501 -1.5288
C 4.6494 3.8001 0.7718
C 4.5628 2.8823 1.7311
C 4.6112 1.4325 1.4131
O 4.5338 0.5938 2.2885
H 4.7929 -0.0144 -0.2251
H 4.9536 1.6921 -2.0111
H 4.6155 4.8627 0.9800
H 4.4542 3.1434 2.7763
C -2.4323 0.8599 2.4418
C -2.1963 2.0840 2.9033
C -1.0152 2.3746 3.7501
O -0.7988 3.4925 4.1666
C -0.1054 1.2434 4.0645
C -0.3416 0.0177 3.6033
C -1.5245 -0.2703 2.7531
O -1.7398 -1.3851 2.3268
H -3.2876 0.6301 1.8189
H -2.8483 2.9191 2.6806
H 0.7523 1.4751 4.6830
H 0.3098 -0.8193 3.8201
C -10.1829 1.1914 -0.0552
C -11.0942 0.9934 0.8927
C -10.9007 -0.0382 1.9444
O -11.7339 -0.2172 2.8061
C -9.6519 -0.8373 1.8969
C -8.7385 -0.6411 0.9489
C -8.9338 0.3898 -0.0999
O -8.1016 0.5739 -0.9637
H -10.3042 1.9371 -0.8308
H -12.0113 1.5662 0.9451
H -9.5301 -1.5831 2.6722
H -7.8191 -1.2137 0.8931
C 8.0482 -2.8820 -0.1352
C 8.7157 -3.4232 0.8796
C 8.2464 -3.2681 2.2802
O 8.8559 -3.7594 3.2041
C 7.0037 -2.4874 2.5033
C 6.3351 -1.9461 1.4889
C 6.8059 -2.1028 0.0894
O 6.1991 -1.6118 -0.8403
H 8.3731 -2.9820 -1.1632
H 9.6232 -3.9960 0.7379
H 6.6790 -2.3856 3.5309
H 5.4284 -1.3707 1.6356
C 1.3066 3.8893 -0.9227
C 1.8287 5.1129 -0.8753
C 1.2010 6.1858 -0.0602
O 1.6759 7.2985 -0.0143
C -0.0296 5.8422 0.6976
C -0.5498 4.6200 0.6449
C 0.0756 3.5487 -0.1654
O -0.4011 2.4322 -0.2009
H 1.7493 3.0918 -1.5091
H 2.7258 5.3829 -1.4194
H -0.4698 6.6364 1.2868
H -1.4454 4.3478 1.1874
*
```

Results
HOMO-LUMO gap in eV: 7.9
LUMO in eV: -1.71

Need the Löwdin charges? In units of e they are: -0.171 -0.291 0.162 0.544 -0.233 -0.853 0.007 0.734 -0.425 0.562 0.045 0.052 0.048 0.065 0.041 -0.183 0.089 0.077 -0.053 -0.092 -0.061 0.033 0.027 -0.360 0.073 0.030 0.025 -0.367 0.084 0.123 0.080 0.125 0.123 0.030 0.032 -0.391 0.098 0.019 0.025 -0.370 0.085 0.094 0.108 0.125 0.121 0.026 0.007 -0.391 0.101 0.025 0.026 -0.381 0.100 0.123 0.120 0.122 0.123 0.017 0.018 -0.389 0.103 0.025 0.026 -0.381 0.097 0.120 0.121 0.123 0.083 0.023 0.023 -0.386 0.109 0.031 0.028 -0.366 0.041 0.122 0.122 0.125 0.093 0.032 0.022 -0.378 0.115 0.032 0.023 -0.362 0.089 0.122 0.111 0.125 0.107

---

What is the HOMO-LUMO gap in the second record?
7.9 eV

---

Which of these has the highest HOMO-LUMO gap?
C40H35BrO14SSi2

---

Which value of HOMO-LUMO gap does entry 2 give?
7.9 eV

---

Look up the HOMO-LUMO gap of the first one.
6.7 eV